# 1
# C29H29N3OS4V

A structure of composition C29H29N3OS4V in a non-equilibrium geometry (ωB97M-V with the def2-TZVPD basis set, the OMol25 dataset).

Its charge is +2. Its spin multiplicity is 2. As for the total energy: -106073.274 eV. For the HOMO-LUMO gap (alpha / beta), the calculation gives 3.38 / 4.79 eV. As for the expectation value of S²: 1.20. As for the LUMO energy (alpha / beta): -9.1 / -7.7 eV.

Each line ends with the Löwdin charge.
Element x y z (Å)
S: -0.032 -2.713 -2.472  1.00
C: -0.839 -0.366 0.888  -0.13
C: -1.470 0.945 0.892  0.07
S: 2.070 -0.435 -3.969  0.79
C: 2.037 0.512 -0.164  -0.10
C: -4.094 0.155 -5.951  -0.07
H: -4.501 -0.819 -6.171  0.12
H: 0.752 -2.288 6.297  0.07
C: 0.211 -1.394 6.577  -0.06
V: -0.172 -0.536 -3.626  0.21
C: -1.124 1.309 -1.515  -0.23
N: 1.191 -0.520 0.132  0.05
C: 1.103 -0.166 6.352  -0.18
H: 0.606 -1.632 1.855  0.15
H: -4.920 3.396 -6.344  0.12
C: -3.001 2.673 -5.624  -0.07
C: 2.184 1.195 2.139  -0.02
H: -0.785 3.196 -2.473  0.12
H: 0.863 0.652 7.028  0.11
H: -0.710 -1.311 6.007  0.07
H: 3.390 1.996 0.440  0.12
H: -1.540 -1.112 1.287  0.17
H: 0.528 2.203 3.976  0.11
C: -1.187 1.647 5.263  -0.07
C: -1.331 2.263 -2.671  -0.28
H: 0.828 2.430 5.684  0.14
C: 2.598 -1.686 -2.856  -0.63
C: -1.626 1.692 -0.232  0.02
C: -0.262 -0.676 -0.538  -0.35
S: -0.718 1.735 -4.339  0.97
H: -1.577 -2.367 -0.639  0.12
H: -2.374 2.552 -2.837  0.12
H: -1.683 1.000 4.566  0.05
H: 2.266 0.709 -1.224  0.10
C: 1.273 0.250 2.530  -0.08
H: 4.048 -4.700 -0.847  0.12
C: 2.276 -3.624 -1.352  -0.08
C: 3.975 -1.864 -2.620  -0.08
H: 2.158 -0.369 6.534  0.13
C: 2.610 1.306 0.797  -0.06
S: -1.830 -1.154 -5.048  0.77
C: 1.310 -0.330 3.924  -0.42
C: 0.325 1.720 4.962  -0.23
H: 4.637 -1.165 -3.182  0.13
H: 2.640 1.826 2.904  0.13
C: -2.784 0.248 -5.469  -0.62
N: 0.992 0.455 5.003  -0.07
H: -1.796 1.330 1.868  0.14
C: -2.265 1.534 -5.264  -0.50
H: -1.410 1.384 6.303  0.08
C: 1.760 -2.608 -2.171  -0.47
H: 0.130 -2.770 -0.062  0.11
C: -0.481 -2.183 -0.765  -0.29
H: 0.067 -1.385 7.674  0.09
O: 1.685 -1.485 4.031  0.09
H: 5.587 -3.043 -1.787  0.13
H: 1.625 -4.332 -0.898  0.11
C: -4.872 1.265 -6.263  -0.02
H: -2.111 2.662 -0.154  0.14
C: -4.316 2.532 -6.090  -0.03
H: -1.654 2.624 5.125  0.08
H: -5.901 1.131 -6.593  0.13
C: 0.594 -0.588 1.485  -0.14
C: 3.643 -3.804 -1.260  -0.02
C: 4.508 -2.902 -1.868  -0.02
H: -2.552 3.679 -5.477  0.14
N: -0.554 0.117 -1.705  0.01

Forces on atoms 1 to 2 (eV/Å):
1.192 0.767 0.671
-0.150 -0.037 -0.571

# 2
# C2H6O

An isolated molecule of C2H6O in a non-equilibrium geometry (ωB97M-V with the def2-TZVPD basis set, the OMol25 dataset).

The relative energy (zero: lowest compared OMol25 entry of this formula, charge and spin) comes out at 11.6 kcal per mole. As for the total energy: -4217.963 eV. For the HOMO-LUMO gap, the calculation gives 11.22 eV. The SMILES is CCO. As for the LUMO energy: 1.0 eV.

Each line ends with the Löwdin charge.
Element x y z (Å)
H: 0.435 1.456 0.523  0.03
H: 0.391 -1.417 -0.105  0.10
C: -0.237 -0.567 0.097  -0.41
H: -2.048 0.032 -0.272  0.11
H: -0.579 -0.635 1.121  0.11
H: 1.755 0.133 0.398  0.11
O: -1.337 -0.487 -0.699  -0.06
C: 0.739 0.583 0.029  -0.10
H: 0.881 0.903 -1.092  0.11

Forces on atoms 1 to 2 (eV/Å):
-0.239 1.158 1.045
-0.476 -0.891 -0.472

# 3
# C4H5F2N

A cluster of 2 separate species, C4H5F2N in total in a non-equilibrium geometry (ωB97M-V with the def2-TZVPD basis set, the OMol25 dataset).

The relative energy (zero: lowest compared OMol25 entry of this formula, charge and spin) comes out at 123.4 kcal per mole. As for the total energy: -11148.130 eV. For the HOMO-LUMO gap (alpha / beta), the calculation gives 8.93 / 8.52 eV. As for the LUMO energy (alpha / beta): 0.0 / -0.1 eV.

Each line ends with the Löwdin charge.
Element x y z (Å)
H: 0.443 -0.750 4.089  0.06
C: -0.305 0.073 -0.794  -0.52
H: -0.599 1.869 -1.878  0.06
H: 0.514 0.920 -2.734  0.09
F: 0.229 -2.404 1.762  0.13
N: 0.399 -0.587 3.124  0.18
C: -0.427 0.828 -2.112  -0.05
C: 0.638 0.388 -0.004  0.14
C: 0.234 -1.176 2.114  -0.31
H: -1.219 0.466 -2.823  0.09
F: -1.192 -0.885 -0.727  0.07
H: 1.286 1.258 -0.018  0.06

Forces on atoms 1 to 2 (eV/Å):
0.084 -0.721 1.225
-0.377 1.105 -3.688

# 4
# C25H42Cl2O2P2Tl

A structure of composition C25H42Cl2O2P2Tl in a non-equilibrium geometry (ωB97M-V with the def2-TZVPD basis set, the OMol25 dataset).

Its charge is +1. As for the total energy: -79003.945 eV. For the HOMO-LUMO gap (alpha / beta), the calculation gives 2.15 / 2.16 eV. As for the LUMO energy (alpha / beta): -4.4 / -4.4 eV.

Each line ends with the Löwdin charge.
Element x y z (Å)
H: -3.118 1.037 0.259  0.05
P: 1.125 -1.560 -0.937  0.88
H: -0.079 -1.049 6.339  0.08
C: 0.255 0.469 4.889  -0.23
H: 3.984 2.410 4.321  0.09
H: 2.128 -2.671 -2.869  0.06
C: -0.468 1.911 -4.834  -0.24
C: 3.488 1.783 3.566  -0.06
C: -0.612 -1.335 -1.403  -0.40
C: -0.605 -0.548 5.514  -0.05
H: 1.189 0.642 -1.781  -0.09
H: -1.508 -0.081 5.921  0.07
C: -1.443 1.519 -3.750  -0.32
Tl: 0.117 2.909 -2.082  0.86
H: 2.044 -0.214 -3.773  0.10
H: 4.059 0.857 3.451  0.06
C: -3.312 -2.186 -1.345  -0.28
H: -0.730 -0.464 -2.086  0.02
C: 2.435 -0.887 4.913  -0.05
H: 1.466 1.460 -5.738  0.15
C: -0.140 -3.314 2.013  -0.97
C: 1.896 0.041 -1.204  -0.20
C: -0.138 1.757 4.427  -0.22
Cl: -1.926 -3.244 2.053  0.60
H: 2.131 0.573 -0.279  0.08
C: -0.929 -0.988 -5.412  -0.16
H: -0.428 3.005 -4.848  0.09
H: 2.137 -1.779 4.335  0.03
H: -1.760 2.913 3.673  0.06
H: -3.028 -0.421 -5.568  0.14
C: 0.207 -0.951 -4.439  -0.12
H: -2.673 -1.570 -4.265  0.09
H: -0.945 -1.332 4.814  0.06
C: 1.642 0.317 4.607  -0.22
C: 1.001 2.399 3.882  -0.22
H: -2.387 1.040 -1.387  -0.02
H: -0.830 -2.236 -2.008  0.05
H: -2.248 1.572 4.702  0.07
H: -4.334 -1.789 -1.215  0.05
H: -0.772 -0.375 -6.310  0.12
H: -3.972 0.261 -1.080  0.05
C: -2.956 0.446 -0.657  -0.31
H: 0.162 -4.043 1.266  0.07
O: 1.353 -1.981 0.620  -0.15
H: 3.321 -2.191 -1.712  0.08
C: 0.999 1.424 -4.724  -0.23
H: 2.325 -1.146 5.972  0.09
H: -2.992 -2.068 -2.393  0.01
H: 2.281 -3.661 -1.401  0.08
H: 2.837 -0.121 -1.757  0.07
H: 0.096 4.009 2.809  0.07
H: -1.951 2.376 -3.214  0.06
C: 2.093 1.503 3.970  -0.23
H: -1.522 3.033 5.438  0.09
H: 3.521 2.308 2.609  0.06
H: 1.853 3.869 2.602  0.06
C: 0.425 -1.934 1.667  -0.59
C: 1.035 3.768 3.324  -0.05
H: 1.189 4.495 4.136  0.09
C: 2.308 -2.631 -1.786  -0.13
P: -2.191 -1.153 -0.279  0.87
H: -3.227 -3.232 -1.007  0.04
C: -2.299 -0.660 -4.760  -0.15
C: -1.489 2.352 4.573  -0.05
H: 3.492 -0.708 4.713  0.07
H: -3.195 0.537 -3.201  0.11
C: -2.244 0.448 -3.752  -0.14
H: -1.018 -2.041 -5.746  0.12
H: 0.457 -1.955 -4.082  0.09
O: 0.073 -0.896 2.179  0.13
C: 1.063 0.058 -4.169  -0.16
H: -0.834 1.587 -5.828  0.12
H: 1.615 2.086 -4.090  0.06
Cl: 0.499 -3.761 3.615  0.68

Forces on atoms 1 to 2 (eV/Å):
0.342 -0.264 -0.270
0.604 1.860 1.298